1.
Density functional theory data (ωB97M-V/def2-TZVPD) for 2 unconnected molecules or ions with the total composition C4H8NO3.

Last column: Löwdin charge in e.
Geometry (Å):
O  -3.52112  1.68748  -0.89425  -0.11
C  2.41997  -1.05137  0.00221  -0.59
H  1.92424  -3.00729  -0.08082  0.09
H  0.56741  -2.03079  -0.43054  0.10
C  -2.11073  1.20199  0.94937  -0.07
H  2.31306  1.18046  -0.30929  0.08
H  -2.91389  1.29958  1.68392  0.05
O  -2.24888  -0.18315  -0.99770  -0.12
O  3.53134  -1.28266  0.42823  0.02
N  1.55258  -2.09508  -0.24555  0.14
H  -1.33403  0.50381  1.26808  0.03
C  -2.68464  0.86486  -0.46630  -0.81
C  1.77518  0.24442  -0.43290  -0.01
H  -1.68640  2.21196  1.01071  0.05
H  1.62828  0.16856  -1.51007  0.09
H  0.78764  0.28724  0.02492  0.07

As for the total charge: -1. The value obtained for the gap between HOMO and LUMO is 7.56 eV. As for the total energy: -11912.4811 eV. As for the HOMO energy: -4.17 eV.



2.
Density functional theory data (ωB97M-V/def2-TZVPD) for a molecular structure, C16H38N4O5Sm.

Last column: Löwdin charge in e.
Geometry (Å):
H  -2.22816  -1.10206  3.14060  0.14
H  -0.88740  4.12831  -1.39702  0.15
H  -0.23436  3.12434  1.28396  0.11
H  -1.45711  1.72899  2.25834  0.12
C  1.53337  3.06339  -1.57728  -0.14
H  1.35895  0.98992  2.41138  0.08
H  3.19953  2.27970  -2.65667  0.14
C  2.60040  1.99528  -1.79054  -0.19
H  -0.77379  -2.26269  -3.06556  0.14
N  1.73966  1.20932  1.49624  -0.04
N  -1.34728  0.82411  -2.15377  -0.04
C  0.21647  -1.90005  2.92714  -0.13
H  2.74771  -0.00744  -2.05441  0.09
C  -1.27121  2.29001  -2.42334  -0.18
H  -2.22526  2.67974  -2.77867  0.14
C  -3.29476  -0.36852  0.49848  -0.12
H  2.67846  0.81696  1.51065  0.10
C  -2.84633  -1.80087  0.26796  -0.13
H  -0.01687  -3.80094  -2.63363  0.15
H  -3.08995  1.14534  2.60086  0.16
C  -0.35887  -2.84337  -2.24193  -0.12
H  -1.62501  2.87359  -0.39495  0.12
C  -1.52375  -0.27100  3.04251  -0.13
C  1.86762  2.69320  1.39383  -0.18
H  1.09900  3.32269  -2.54025  0.12
N  1.98051  0.65682  -1.98102  -0.05
C  0.66086  3.27782  0.67729  -0.17
H  2.77865  2.93816  0.85304  0.12
C  1.76244  -3.19095  0.19435  -0.13
H  -3.75515  0.03049  -0.40626  0.14
H  2.75523  -2.20240  -1.41596  0.13
H  3.27755  1.92839  -0.94053  0.11
C  -1.42341  -3.06013  -1.18507  -0.13
H  2.01728  3.97158  -1.21172  0.15
H  2.68965  -3.65865  0.52964  0.16
H  -0.54893  2.45430  -3.22048  0.12
H  -2.29158  0.62632  -1.83412  0.07
H  0.79791  4.35824  0.57335  0.15
Sm  0.17645  0.01594  -0.21762  1.92
C  1.59832  -2.08405  2.33658  -0.13
H  0.93696  -3.88182  0.37869  0.14
O  1.54149  -1.95901  0.90524  -0.25
H  -2.61142  -2.31260  1.20551  0.14
H  -1.29516  0.34799  -3.05129  0.11
H  1.98844  -3.05838  2.62917  0.15
O  -1.68773  -1.78495  -0.57806  -0.26
O  -2.18897  0.49109  0.83144  -0.26
H  -1.27870  0.09086  4.04355  0.16
H  0.29102  -1.80540  4.01241  0.16
O  0.74864  -2.07931  -1.73070  -0.26
H  -1.11260  -3.77596  -0.42082  0.14
C  -0.87723  3.05740  -1.17053  -0.17
H  1.94362  3.15165  2.37923  0.14
H  2.01419  -3.73837  -1.87096  0.15
H  -3.65842  -2.34038  -0.22370  0.15
O  -0.34344  -0.70712  2.35874  -0.26
N  0.45029  2.64130  -0.64470  -0.24
H  2.28301  -1.32234  2.70986  0.13
C  -2.11067  0.85740  2.21908  -0.13
H  -0.42870  -2.75339  2.69625  0.15
H  -2.32800  -3.43913  -1.66467  0.15
H  1.55281  0.63805  -2.90490  0.10
C  1.88073  -2.83784  -1.27140  -0.13
H  -4.04702  -0.34957  1.28717  0.16

As for the total charge: +3. The value obtained for the gap between HOMO and LUMO (spin up / spin down) is 9.04 / 11.43 eV. Its expectation value of S² is 8.76. Its spin multiplicity is 6. As for the total energy: -51288.4227 eV. As for the HOMO energy (spin up / spin down): -19.22 / -19.23 eV.



3.
Density functional theory data (ωB97M-V/def2-TZVPD) for a single C19H28N2O3 molecule.

Last column: Löwdin charge in e.
Geometry (Å):
C  2.73230  2.70888  -2.42133  -0.03
C  -2.01682  0.74022  3.58547  -0.17
C  -1.76760  -3.64786  -0.40874  -0.08
H  2.74123  -1.39486  -0.86900  0.15
C  5.21662  3.47785  -2.44795  -0.01
C  -2.04005  1.14038  1.11623  -0.17
H  -3.07897  2.21709  4.74212  0.11
H  2.69858  -1.23853  -3.80965  0.13
C  1.26460  -2.20611  -2.03499  -0.47
N  2.44417  -1.58257  -1.81348  0.08
C  3.18669  -0.93615  -2.87772  -0.09
H  -1.08205  1.66627  1.16222  0.12
H  1.09619  1.19265  -2.55359  0.11
C  -3.10157  2.80458  2.66536  -0.21
H  4.84639  4.47408  -2.22666  0.08
C  4.07963  2.52236  -2.50491  -0.33
H  -2.37038  -3.06126  -1.10624  0.13
H  -1.03148  -1.17654  -1.14725  0.14
H  4.22419  -1.28315  -2.88202  0.13
H  0.10539  -4.71209  -0.51366  0.12
H  -0.43045  -4.02886  -2.05191  0.11
C  -0.34103  -1.41482  -0.32873  -0.12
H  5.74361  3.49826  -3.40139  0.08
O  4.35083  1.20871  -2.67867  0.08
H  -2.16926  3.36847  2.74837  0.11
H  -4.13204  1.62932  1.19039  0.12
H  0.02123  -0.43560  2.06841  0.13
C  -0.94604  -0.94620  2.06918  -0.12
C  -3.15197  1.74434  3.76047  -0.20
O  -2.32491  -3.30699  1.91552  0.06
C  0.53221  -2.60979  -0.75763  -0.20
H  -1.05794  1.25524  3.68952  0.12
C  3.16991  0.54927  -2.72024  -0.26
H  2.22152  3.63948  -2.28208  0.11
O  0.81912  -2.39967  -3.14428  0.07
H  -0.98726  -1.63063  2.92213  0.13
C  2.14086  1.42828  -2.56012  -0.02
H  -2.12203  0.67165  0.13413  0.11
H  1.25803  -2.80170  0.03838  0.15
C  -2.08468  0.07385  2.21063  -0.31
C  -0.35701  -3.84098  -0.97858  -0.12
H  -2.25723  -4.61096  -0.26810  0.12
H  -2.07487  -0.02208  4.36464  0.12
C  -3.17502  2.14578  1.29216  -0.20
H  -4.10806  1.21896  3.71196  0.12
H  -3.11967  2.90550  0.50931  0.11
N  -1.05602  -1.75433  0.87417  -0.05
H  0.27713  -0.53478  -0.13809  0.13
H  -3.92896  3.50655  2.78656  0.11
H  -3.02814  -0.47569  2.13262  0.15
C  -1.75654  -2.91484  0.91607  -0.46
H  5.92758  3.17902  -1.67898  0.08

As for the total charge: 0. The value obtained for the gap between HOMO and LUMO is 9.00 eV. As for the total energy: -29281.4485 eV. As for the HOMO energy: -8.46 eV.



4.
Density functional theory data (ωB97M-V/def2-TZVPD) for a molecular structure, C30H37DyN5O6Si.

Last column: Löwdin charge in e.
Geometry (Å):
O  -1.94350  1.92292  -0.84212  -0.19
C  3.19684  3.11209  -2.22457  -0.15
C  1.13416  -3.11296  -1.36977  -0.13
H  2.37003  2.63534  -0.24289  0.11
C  1.74342  -2.78093  5.34840  -0.20
H  0.73024  -3.19212  5.37678  0.02
H  4.76527  -2.80810  4.26850  0.02
H  4.59731  -2.14012  2.63323  0.02
C  2.63252  -5.46782  -1.30603  -0.11
C  2.46519  -3.09077  -0.96695  -0.03
H  0.84254  -6.43409  -1.99395  0.09
H  -5.15010  1.52443  2.74188  0.12
H  -2.35670  4.80191  3.03788  0.12
O  1.01474  -0.73891  -1.12255  -0.25
C  4.16489  -2.14511  3.63777  -0.20
H  2.65797  1.78294  -4.40105  0.11
O  0.44785  2.68112  1.19444  -0.16
C  -2.63416  3.79207  2.77285  0.02
C  3.21058  -4.26266  -0.93075  -0.11
H  1.29940  0.52034  -2.95858  0.10
H  -0.09804  1.50357  -3.37298  0.12
N  2.37101  3.55710  -3.35155  -0.17
H  -3.01218  -2.23423  -3.22554  0.08
C  0.42504  3.51975  -1.80322  -0.15
C  2.37104  2.22887  -1.25254  -0.15
C  1.30140  -5.49419  -1.70911  -0.10
H  1.65758  5.24853  -2.36225  0.11
N  -1.57449  -0.71013  -1.40831  -0.08
O  -2.36429  -0.81878  1.18354  0.06
H  0.46497  3.95825  -0.80827  0.11
C  2.31762  -4.42973  2.88290  -0.19
Si  2.37609  -2.69826  3.58528  0.36
H  4.24372  -4.23611  -0.60252  0.10
H  4.23751  -1.12905  4.03516  0.03
H  2.81520  -5.13224  3.55817  0.02
C  1.82138  2.37603  -4.02397  -0.16
C  -2.83046  -0.71049  -1.72961  -0.35
H  3.21258  -6.38295  -1.27876  0.09
C  -1.67934  2.98547  2.16708  -0.15
H  -4.70155  0.37313  -1.75657  0.09
C  -3.16312  1.68094  -1.11830  -0.49
H  -5.04970  2.54390  -0.49533  0.07
H  -4.54321  -1.80249  -2.42814  0.06
H  -0.62088  3.44250  -2.09042  0.10
O  -4.53010  -0.67677  1.72401  0.12
C  1.25214  4.34554  -2.82407  -0.15
C  1.40222  -1.54495  2.60346  -0.26
C  -4.17628  1.97249  2.60440  0.01
C  0.55561  -4.32551  -1.73754  -0.04
H  -3.30169  -2.79146  -1.59747  0.07
H  1.28322  -4.75671  2.74561  0.03
C  -3.89811  3.27781  2.99280  -0.04
C  -3.15626  1.24306  2.02715  -0.19
H  2.80668  -4.47969  1.90521  0.01
H  0.63687  4.65707  -3.67176  0.11
C  0.35958  -1.83138  -1.35275  -0.48
H  1.71172  -1.78498  5.79871  0.03
H  1.24389  2.71516  -4.88735  0.11
C  -3.47457  -1.95536  -2.27725  -0.05
H  -0.48505  -4.33071  -2.03427  0.10
Dy  -0.26436  0.60569  0.21292  1.63
C  0.77539  -0.73396  1.92920  -0.21
C  -3.64563  0.45112  -1.52729  -0.05
H  2.38991  -3.41742  5.96085  0.02
N  0.96883  2.15156  -1.71114  -0.22
H  -4.66591  3.88370  3.45718  0.11
C  -0.28795  3.51069  1.81933  -0.61
C  0.94468  1.54311  -3.05140  -0.15
H  3.57779  4.00071  -1.71704  0.11
O  -0.02819  4.66080  2.15711  0.03
N  -0.92261  -1.93306  -1.56253  0.07
H  4.05420  2.56686  -2.62496  0.11
H  -4.48407  -1.57892  1.36988  0.14
N  -1.93920  1.73509  1.81879  0.10
H  -3.66625  3.66596  -0.48278  0.08
H  -4.41845  3.18660  -2.01597  0.08
H  2.75592  1.20786  -1.21659  0.11
C  -3.29250  -0.17533  1.59266  -0.46
H  2.88976  -2.14461  -0.65648  0.11
C  -4.13763  2.84101  -1.01789  -0.02

As for the total charge: -1. The value obtained for the gap between HOMO and LUMO (spin up / spin down) is 6.60 / 6.60 eV. Its expectation value of S² is 9.33. Its spin multiplicity is 6. As for the total energy: -83413.6714 eV. As for the HOMO energy (spin up / spin down): -4.40 / -4.40 eV.



F_max per entry: 0.0259 0.0106 0.0179 0.0265 hartree/bohr
Energy relative to the best compared isomer or geometry (same formula, charge and spin) per entry: 18.7 0.5 19.7 0.0 kcal/mol